No. 1
Entry from the Open Molecules 2025 dataset: 10 unconnected molecules or ions with the total composition C36H75ClFN12O11 (wB97M-V/def2-TZVPD).

Properties
Energy above the lowest of the compared OMol25 structures with the same formula, charge and spin = 182.4 kcal/mol
Net charge = +1
E_tot = -3461.03967 hartree
Strongest force on any atom = 8.87 eV/Å
LUMO = -4.7 eV

Cartesian coordinates (Å):
C1 3.85 -1.53 -0.22
C2 3.55 -0.44 -1.40
C3 3.02 1.01 -0.76
O1 3.80 1.66 0.13
O2 1.71 1.49 -1.25
C4 0.96 2.07 -0.10
C5 -0.64 2.31 -0.41
C6 -1.56 0.95 -0.37
C7 -2.52 0.54 0.88
C8 -3.27 -0.83 0.52
Cl1 -4.46 -1.51 1.80
N1 -3.09 -1.56 -0.73
N2 -3.88 -2.73 -0.88
N3 -2.29 -1.33 -1.78
C9 -1.55 -0.09 -1.57
F1 -0.62 0.27 -2.71
H1 2.90 -2.09 0.18
H2 4.58 -2.34 -0.68
H3 4.40 -0.98 0.68
H4 2.71 -0.87 -2.11
H5 4.56 -0.20 -1.98
H6 1.44 3.13 0.12
H7 1.13 1.44 0.89
H8 -1.04 3.02 0.47
H9 -0.74 2.90 -1.44
H10 -2.67 1.18 1.84
H11 -3.41 -3.40 -1.54
H12 -4.83 -2.47 -1.26
C10 3.52 4.29 3.15
C11 2.08 4.38 3.58
O3 1.41 3.38 3.83
N4 1.52 5.62 3.69
C12 2.14 6.90 3.44
H13 3.83 3.24 3.11
H14 3.64 4.73 2.15
H15 4.16 4.81 3.87
H16 0.55 5.60 3.98
H17 2.08 7.49 4.36
H18 1.57 7.41 2.66
H19 3.18 6.81 3.13
C13 -6.94 1.47 1.14
C14 -6.08 2.31 2.04
O4 -4.86 2.39 1.90
N5 -6.69 3.00 3.05
C15 -8.09 3.03 3.39
H20 -6.32 0.99 0.39
H21 -7.45 0.69 1.72
H22 -7.68 2.10 0.63
H23 -6.05 3.54 3.62
H24 -8.43 4.07 3.33
H25 -8.21 2.67 4.42
H26 -8.70 2.41 2.72
C16 3.13 -5.28 -2.67
C17 2.83 -5.00 -1.22
O5 2.81 -3.85 -0.78
N6 2.59 -6.06 -0.40
C18 2.57 -7.46 -0.73
H27 3.30 -4.34 -3.20
H28 4.02 -5.90 -2.76
H29 2.27 -5.79 -3.13
H30 2.40 -5.78 0.56
H31 1.58 -7.85 -0.49
H32 3.32 -7.96 -0.12
H33 2.78 -7.64 -1.79
C19 7.18 8.29 4.03
C20 6.22 7.89 2.94
O6 5.24 7.18 3.16
N7 6.45 8.36 1.68
C21 7.54 9.20 1.23
H34 6.86 7.84 4.98
H35 8.18 7.92 3.80
H36 7.19 9.38 4.15
H37 5.77 8.05 1.01
H38 7.10 10.11 0.80
H39 8.09 8.66 0.46
H40 8.22 9.47 2.04
C22 3.20 -10.72 -3.42
C23 2.46 -10.93 -2.13
O7 2.59 -10.16 -1.17
N8 1.64 -12.01 -2.03
C24 1.36 -13.02 -3.03
H41 3.81 -9.82 -3.35
H42 3.85 -11.57 -3.63
H43 2.48 -10.58 -4.24
H44 1.18 -12.09 -1.13
H45 0.29 -13.01 -3.23
H46 1.65 -13.99 -2.62
H47 1.91 -12.84 -3.96
C25 -10.15 -1.42 2.25
C26 -10.71 -0.04 1.99
O8 -10.22 0.71 1.15
N9 -11.79 0.35 2.72
C27 -12.50 -0.38 3.75
H48 -9.30 -1.59 1.60
H49 -9.82 -1.49 3.29
H50 -10.91 -2.18 2.04
H51 -12.11 1.29 2.49
H52 -13.54 -0.48 3.43
H53 -12.45 0.20 4.67
H54 -12.08 -1.37 3.92
C28 -0.15 -15.81 -5.60
C29 -0.15 -15.99 -4.10
O9 0.85 -15.79 -3.42
N10 -1.31 -16.41 -3.52
C30 -2.58 -16.70 -4.14
H55 0.84 -15.48 -5.92
H56 -0.37 -16.76 -6.09
H57 -0.88 -15.05 -5.88
H58 -1.24 -16.51 -2.51
H59 -3.33 -16.04 -3.71
H60 -2.83 -17.74 -3.92
H61 -2.55 -16.56 -5.22
C31 5.20 5.98 -2.15
C32 5.06 7.43 -1.80
O10 4.94 7.82 -0.64
N11 5.08 8.34 -2.82
C33 5.21 8.08 -4.24
H62 5.17 5.38 -1.23
H63 4.38 5.66 -2.79
H64 6.16 5.80 -2.64
H65 4.98 9.30 -2.51
H66 6.10 8.62 -4.59
H67 4.32 8.48 -4.74
H68 5.31 7.02 -4.46
C34 0.90 10.09 1.15
C35 0.35 11.46 0.89
O11 0.83 12.22 0.05
N12 -0.73 11.86 1.62
C36 -1.44 11.13 2.64
H69 1.76 9.91 0.49
H70 1.24 10.01 2.19
H71 0.15 9.33 0.94
H72 -1.05 12.79 1.39
H73 -2.48 11.03 2.33
H74 -1.40 11.71 3.57
H75 -1.02 10.14 2.81

=====

No. 2
Entry from the Open Molecules 2025 dataset: a molecular structure, C36H75N10O5 (wB97M-V/def2-TZVPD).

Properties
Energy above the lowest of the compared OMol25 structures with the same formula, charge and spin = 280.8 kcal/mol
Net charge = +1
E_tot = -2339.21023 hartree
Strongest force on any atom = 13.11 eV/Å
LUMO = -1.7 eV

Cartesian coordinates (Å):
C1 1.29 -2.84 2.25
C2 1.08 -1.67 1.21
C3 -0.12 -0.65 1.17
N1 -0.55 0.01 -0.10
C4 -1.31 -0.95 -1.05
C5 0.66 0.57 -0.85
C6 0.06 1.75 -1.76
C7 -1.12 2.21 -0.93
C8 -1.46 1.19 0.17
H1 1.50 -2.39 3.25
H2 2.26 -3.44 2.02
H3 0.26 -3.51 2.15
H4 1.19 -2.00 0.16
H5 1.89 -1.11 1.09
H6 0.11 0.00 2.03
H7 -0.97 -1.20 1.53
H8 -0.72 -1.89 -1.32
H9 -1.42 -0.39 -1.99
H10 -2.33 -1.27 -0.74
H11 1.09 -0.16 -1.40
H12 1.39 0.73 -0.16
H13 -0.13 1.37 -2.68
H14 0.74 2.57 -1.85
H15 -1.86 2.44 -1.56
H16 -0.80 3.16 -0.26
H17 -2.46 0.73 0.35
H18 -1.14 1.75 1.16
C9 -5.55 -1.31 -1.01
C10 -4.69 -0.34 -1.78
N2 -3.94 0.46 -2.25
H19 -5.40 -2.33 -1.04
H20 -5.32 -1.13 0.03
H21 -6.68 -1.19 -1.04
C11 0.22 -3.23 -5.93
C12 0.24 -2.18 -4.88
N3 0.26 -1.37 -3.94
H22 0.94 -4.11 -5.77
H23 -0.82 -3.83 -5.91
H24 0.41 -2.91 -6.86
C13 -1.56 1.76 -5.11
C14 -0.19 2.54 -5.09
N4 0.81 3.11 -5.09
H25 -1.77 1.52 -6.11
H26 -1.80 0.99 -4.64
H27 -2.34 2.29 -4.70
C15 5.31 -1.63 -3.61
C16 4.45 -1.31 -2.37
N5 3.73 -0.92 -1.53
H28 6.20 -0.97 -3.63
H29 5.76 -2.50 -3.56
H30 4.65 -1.30 -4.52
C17 -4.59 4.88 -1.29
C18 -3.26 5.15 -1.91
N6 -2.15 5.31 -2.34
H31 -4.98 5.93 -1.46
H32 -4.89 3.99 -1.94
H33 -4.56 4.76 -0.25
C19 4.05 2.68 -2.77
C20 4.53 2.66 -1.37
N7 4.77 2.71 -0.26
H34 3.09 3.18 -2.87
H35 4.71 3.26 -3.51
H36 4.18 1.60 -2.99
C21 -2.72 7.56 0.96
C22 -2.44 6.02 1.11
N8 -2.33 4.90 1.28
H37 -1.92 8.17 1.16
H38 -2.94 7.82 -0.06
H39 -3.45 7.84 1.89
C23 5.66 -0.59 1.01
C24 4.72 -0.37 2.14
N9 3.89 -0.18 3.00
H40 5.41 0.10 0.08
H41 6.76 -0.46 1.34
H42 5.68 -1.51 0.75
C25 -3.50 1.15 3.29
C26 -3.68 -0.13 2.54
N10 -3.77 -1.15 1.96
H43 -3.04 1.06 4.12
H44 -3.13 1.90 2.67
H45 -4.56 1.60 3.59
C27 0.42 -1.13 6.30
C28 -0.14 -0.25 5.22
O1 -1.04 -0.92 4.33
H46 0.81 -0.74 7.05
H47 1.21 -1.83 5.84
H48 -0.28 -2.08 6.73
H49 0.72 0.13 4.58
H50 -0.78 0.61 5.79
H51 -1.75 -1.11 4.87
C29 1.45 -3.19 6.10
C30 1.27 -2.62 7.48
O2 0.88 -3.67 8.32
H52 1.48 -2.53 5.39
H53 0.65 -3.69 5.81
H54 2.27 -3.96 6.23
H55 0.44 -1.80 7.45
H56 2.17 -2.24 7.82
H57 1.26 -3.52 9.30
C31 -2.64 -4.18 -2.94
C32 -3.26 -4.81 -1.73
O3 -3.16 -3.84 -0.71
H58 -1.42 -3.84 -2.87
H59 -3.20 -3.17 -3.35
H60 -2.97 -4.91 -3.74
H61 -2.70 -5.76 -1.52
H62 -4.43 -5.10 -1.74
H63 -3.89 -3.80 -0.13
C33 1.43 -5.38 -1.22
C34 2.27 -4.28 -2.06
O4 3.34 -4.87 -2.77
H64 2.10 -5.98 -0.84
H65 0.84 -6.09 -2.07
H66 0.75 -4.93 -0.43
H67 2.45 -3.59 -1.28
H68 1.65 -3.77 -2.65
H69 3.55 -4.48 -3.58
C35 2.40 6.08 -0.34
C36 0.86 5.88 -0.14
O5 0.64 4.69 0.69
H70 2.93 5.09 -0.72
H71 2.83 6.01 0.59
H72 2.49 7.03 -0.88
H73 0.51 6.08 -0.94
H74 0.28 6.53 0.32
H75 -0.25 4.95 1.03

=====

No. 3
Entry from the Open Molecules 2025 dataset: 12 unconnected molecules or ions with the total composition C36H76BN4O22S4 (wB97M-V/def2-TZVPD).

Properties
Energy above the lowest of the compared OMol25 structures with the same formula, charge and spin = 192.1 kcal/mol
Net charge = -1
E_tot = -4909.19571 hartree
Strongest force on any atom = 6.01 eV/Å
LUMO = 1.3 eV

Cartesian coordinates (Å):
O1 -22.92 20.87 -15.72
C1 -22.63 19.92 -15.01
O2 -23.51 19.22 -14.28
B1 -22.78 18.36 -13.29
O3 -21.40 18.54 -13.67
C2 -21.21 19.44 -14.59
O4 -20.18 20.07 -14.87
O5 -23.19 16.98 -13.23
C3 -23.54 16.66 -12.02
O6 -23.97 15.54 -11.59
C4 -23.27 17.91 -11.08
O7 -22.98 18.84 -11.89
O8 -23.49 18.11 -9.89
C5 -32.32 9.30 -12.12
S1 -31.15 9.43 -13.49
O9 -31.51 10.77 -14.15
C6 -29.56 9.59 -12.62
H1 -33.15 8.65 -12.43
H2 -32.82 10.25 -11.95
H3 -31.82 8.94 -11.22
H4 -29.30 10.60 -12.31
H5 -28.77 9.28 -13.31
H6 -29.66 8.93 -11.76
C7 -31.76 19.52 -15.90
S2 -31.16 18.28 -17.16
O10 -30.52 19.08 -18.29
C8 -29.73 17.53 -16.10
H7 -31.05 19.64 -15.08
H8 -32.73 19.12 -15.57
H9 -31.88 20.49 -16.37
H10 -28.90 18.22 -16.01
H11 -29.38 16.79 -16.82
H12 -29.91 17.10 -15.12
C9 -19.31 26.80 -14.78
S3 -20.16 28.19 -13.82
O11 -20.78 29.08 -14.94
C10 -21.56 27.21 -13.09
H13 -18.73 26.12 -14.16
H14 -18.65 27.23 -15.54
H15 -20.04 26.25 -15.37
H16 -21.29 26.70 -12.16
H17 -21.74 26.46 -13.85
H18 -22.41 27.84 -12.82
C11 -25.79 10.91 -5.54
S4 -27.39 11.54 -4.69
O12 -27.11 11.88 -3.22
C12 -27.48 13.12 -5.53
H19 -25.85 10.60 -6.59
H20 -25.26 10.09 -5.06
H21 -25.20 11.82 -5.49
H22 -26.68 13.65 -5.01
H23 -28.48 13.54 -5.45
H24 -27.22 13.12 -6.59
C13 -18.77 11.57 -18.06
O13 -18.72 10.36 -18.15
N1 -17.65 12.22 -17.70
C14 -17.72 13.66 -17.46
C15 -16.26 11.71 -17.80
H25 -19.69 12.16 -17.94
H26 -18.72 14.04 -17.28
H27 -17.35 14.14 -18.36
H28 -16.95 14.06 -16.80
H29 -15.85 12.10 -18.74
H30 -15.58 12.03 -17.01
H31 -16.23 10.62 -17.86
C16 -21.28 5.58 -10.36
O14 -20.42 6.09 -9.59
N2 -21.97 6.31 -11.23
C17 -22.95 5.72 -12.09
C18 -21.68 7.79 -11.41
H32 -21.55 4.51 -10.39
H33 -23.25 4.68 -12.02
H34 -22.68 5.80 -13.14
H35 -23.85 6.32 -11.89
H36 -21.10 8.09 -12.28
H37 -22.64 8.27 -11.59
H38 -21.42 8.26 -10.46
C19 -30.36 25.18 -19.05
O15 -31.30 25.74 -19.64
N3 -29.92 25.59 -17.81
C20 -28.54 25.33 -17.39
C21 -30.57 26.63 -17.06
H39 -29.75 24.35 -19.43
H40 -27.88 24.93 -18.16
H41 -28.51 24.57 -16.62
H42 -28.24 26.29 -16.96
H43 -29.92 27.46 -16.80
H44 -31.30 27.12 -17.70
H45 -31.15 26.30 -16.20
C22 -12.30 19.19 -11.29
O16 -12.43 19.62 -10.11
N4 -13.36 18.80 -12.09
C23 -14.73 18.79 -11.56
C24 -13.35 18.93 -13.56
H46 -11.40 19.09 -11.91
H47 -14.55 18.11 -10.73
H48 -15.41 18.24 -12.20
H49 -15.28 19.68 -11.25
H50 -13.79 19.89 -13.84
H51 -12.44 18.90 -14.15
H52 -13.95 18.07 -13.84
O17 -18.67 20.29 -24.35
C25 -18.18 19.72 -23.39
O18 -17.91 18.49 -23.27
C26 -17.96 17.55 -24.26
C27 -16.98 17.74 -25.39
C28 -17.56 20.60 -22.34
H53 -18.90 17.52 -24.81
H54 -17.87 16.52 -23.89
H55 -17.11 18.69 -25.93
H56 -17.14 16.93 -26.10
H57 -15.94 17.60 -25.10
H58 -17.14 21.51 -22.76
H59 -16.72 20.07 -21.88
H60 -18.33 20.86 -21.62
O19 -14.81 13.03 -6.93
C29 -15.05 14.00 -6.20
O20 -16.27 14.24 -5.58
C30 -17.36 13.45 -6.03
C31 -18.04 13.92 -7.28
C32 -13.95 15.08 -5.88
H61 -18.06 13.65 -5.21
H62 -17.26 12.37 -6.11
H63 -17.55 13.57 -8.19
H64 -18.09 15.01 -7.20
H65 -19.01 13.43 -7.37
H66 -14.50 16.03 -5.89
H67 -13.06 15.11 -6.50
H68 -13.64 14.87 -4.85
O21 -29.07 18.52 0.48
C33 -28.95 18.57 -0.72
O22 -29.89 18.43 -1.56
C34 -31.30 18.29 -1.18
C35 -31.77 19.70 -0.81
C36 -27.67 18.59 -1.30
H69 -31.43 17.64 -0.32
H70 -31.83 17.85 -2.03
H71 -32.79 19.40 -0.55
H72 -31.95 20.24 -1.74
H73 -31.28 20.32 -0.07
H74 -27.27 17.64 -0.93
H75 -27.05 19.31 -0.76
H76 -27.59 18.63 -2.38